1.
{"formula": "C5H8N2O", "method": "the ωB97M-V functional and the def2-TZVPD basis", "symbols": ["C", "C", "C", "C", "C", "H", "H", "H", "H", "H", "H", "H", "H", "N", "N", "O"], "coordinates": [[2.4973, 0.3662, 0.6453], [-0.1542, -0.5004, -0.2717], [-2.1814, -0.2549, 0.3278], [-1.8728, 1.1439, -0.0754], [-0.5330, 0.9398, -0.2208], [3.4856, 0.8203, 0.5297], [2.6810, -0.5820, 1.3004], [1.5760, 0.9300, 1.3274], [2.5949, 0.0040, -1.1147], [-2.3697, -0.4135, 1.4366], [-3.0486, -0.4951, -0.4535], [-2.6820, 1.8608, 0.0828], [-0.0614, 1.8500, -0.6074], [1.9148, 0.2440, -0.5057], [1.0391, -0.9980, -0.2816], [-1.1736, -1.1081, 0.0725]], "forces_ev_per_a": [[0.46, 1.45, 9.09], [5.50, 4.07, 0.33], [-6.40, -0.15, -0.29], [2.39, -3.32, 2.27], [-1.19, 4.69, -2.83], [-0.34, 0.82, 0.58], [-0.23, 1.05, -1.32], [3.15, -0.71, -0.80], [2.15, -1.45, -3.18], [-0.84, 0.44, -1.34], [0.95, -0.39, 2.28], [1.03, 0.32, -0.46], [1.17, -0.99, 0.34], [-4.80, -2.76, -3.25], [-0.53, 1.82, -1.87], [-2.47, -4.88, 0.45]], "relative_energy_ev": 6.044, "homo_ev": -8.6151, "energy_ev": -10336.682, "smiles": "CN/N=C1\\C=CCO1"}


2.
{"formula": "C5H8N2O", "method": "the ωB97M-V functional and the def2-TZVPD basis", "symbols": ["C", "C", "C", "N", "C", "C", "N", "O", "H", "H", "H", "H", "H", "H", "H", "H"], "coordinates": [[1.5074, 0.2831, 1.6918], [0.1276, 0.5810, 1.1448], [0.0340, 0.6482, -0.9833], [-0.2547, 0.6686, -2.3207], [-0.2523, -0.8311, -0.2421], [-1.4824, -1.3785, -0.2583], [0.3258, 1.5437, -0.1672], [-0.8551, 0.7889, 1.8295], [-0.2459, 1.6057, -2.7054], [-1.0283, 0.0946, -2.6240], [0.6230, -1.4665, -0.3495], [2.2235, 0.0856, 0.8957], [1.8373, 1.1542, 2.2589], [1.4366, -0.5885, 2.3462], [-2.3496, -0.7575, -0.0552], [-1.6467, -2.4316, -0.4613]], "forces_ev_per_a": [[-0.20, -1.41, -0.23], [0.27, 5.42, 0.66], [-2.10, -3.04, 2.09], [0.48, 0.30, -0.40], [0.20, 0.07, -3.75], [0.47, 0.33, 0.17], [0.05, -0.57, 2.03], [0.94, -0.88, -0.94], [-0.07, -0.13, -0.02], [0.23, 0.04, 0.12], [-0.13, -0.26, -0.06], [-0.05, 0.04, 0.05], [-0.26, 0.02, -0.11], [0.18, 0.13, 0.12], [-0.06, 0.01, -0.42], [0.06, -0.08, 0.68]], "relative_energy_ev": 3.775, "homo_ev": [-8.9351, -8.9356], "energy_ev": -10338.951}


3.
{"formula": "C5H8N2O", "method": "the ωB97M-V functional and the def2-TZVPD basis", "symbols": ["C", "C", "C", "C", "C", "N", "N", "O", "H", "H", "H", "H", "H", "H", "H", "H"], "coordinates": [[-0.2365, -2.6823, -1.8928], [0.3736, -2.4742, 0.4311], [-0.4185, -0.3748, 0.1113], [1.1151, 1.4127, 0.7780], [-1.1088, 1.9030, -0.2177], [-0.0571, -2.8383, -0.6715], [-0.1467, 0.9586, 0.2817], [0.5592, -1.1492, 0.6770], [-1.3075, -2.5218, -2.3676], [0.7332, -3.0640, 1.1706], [1.0732, 2.2948, 1.5372], [1.5782, 0.5305, 1.3293], [1.8295, 1.5532, -0.1411], [-1.8690, 1.4094, -0.8048], [-1.4833, 2.4812, 0.6870], [-0.6345, 2.5612, -0.9077]], "forces_ev_per_a": [[-1.38, 0.40, -1.02], [-0.26, 1.14, -0.83], [0.07, 2.11, 0.40], [2.54, -0.10, 0.60], [-0.22, 0.59, 1.42], [-0.82, -0.48, -1.92], [-0.35, -3.26, -0.20], [-0.51, 1.55, -0.25], [1.80, -0.63, 1.55], [0.73, -1.96, 2.04], [-0.06, -1.32, -1.74], [-0.54, 1.42, -0.53], [-1.16, 0.46, 1.82], [-0.40, -0.32, 0.45], [-0.01, -0.49, -1.38], [0.56, 0.88, -0.38]], "relative_energy_ev": 5.946, "homo_ev": -7.6779, "energy_ev": -10336.781}


4.
{"formula": "C5H8N2O", "method": "the ωB97M-V functional and the def2-TZVPD basis", "symbols": ["C", "C", "C", "C", "C", "H", "H", "H", "H", "H", "H", "H", "H", "N", "N", "O"], "coordinates": [[-2.8292, 0.1577, -0.0309], [-1.2911, 0.0220, 0.1033], [0.6205, -0.8355, -0.0367], [0.7698, 0.5890, 0.0225], [2.0101, 1.3568, -0.0952], [-3.0159, 0.7428, -0.9475], [-3.1754, -0.8986, -0.2248], [-3.3145, 0.4232, 0.8565], [2.3637, -1.1594, 0.6780], [1.6202, 2.3897, -0.4436], [2.5708, 1.6698, 1.0463], [2.8938, 0.9616, -0.7602], [-0.6345, 2.1349, -0.1722], [-0.6723, -1.1802, -0.0435], [-0.4542, 1.0707, 0.1216], [1.6120, -1.6547, -0.0447]], "forces_ev_per_a": [[2.14, -2.29, -1.82], [-2.91, -1.53, -0.99], [-1.54, 5.09, 0.21], [3.15, -4.11, -0.56], [2.09, 2.86, 1.89], [-0.46, 0.06, 0.72], [0.35, 1.10, -0.01], [-0.71, 1.11, 1.14], [-3.10, -2.55, -3.41], [1.35, -1.32, 0.20], [-1.52, -1.05, -3.06], [-2.12, 0.65, 1.13], [-0.04, -3.49, 1.27], [-0.81, 1.92, 0.85], [-1.86, 3.89, -0.93], [5.99, -0.34, 3.38]], "relative_energy_ev": 2.648, "homo_ev": -7.3331, "energy_ev": -10340.078, "smiles": "Cc1nc(O)c(C)[nH]1"}


5.
{"formula": "C5H8N2O", "method": "the ωB97M-V functional and the def2-TZVPD basis", "symbols": ["C", "C", "C", "C", "C", "H", "H", "H", "H", "H", "H", "H", "H", "N", "N", "O"], "coordinates": [[-0.7813, -0.8164, -0.1550], [0.7418, -0.7804, -0.4841], [-0.6468, 0.6348, -0.8111], [0.2238, 1.3636, 0.1745], [1.3083, 0.3743, 0.3600], [-0.6992, -1.3272, 1.8273], [-2.1584, -0.8264, 1.3607], [-1.2540, -1.3606, -0.9635], [1.3193, -1.6309, -0.6698], [-0.2069, -0.5743, -2.3099], [-1.4455, 1.1514, -1.3173], [0.3887, 2.4555, 0.1219], [2.3778, 0.6546, 0.4270], [-1.3278, -1.3164, 1.0765], [0.3555, -0.0048, -1.6923], [0.4262, 0.7565, 1.4160]], "forces_ev_per_a": [[-0.01, -0.19, -0.01], [-1.24, 0.98, 0.07], [-0.44, -0.70, 1.02], [1.11, 1.32, -0.75], [0.08, 0.52, -0.13], [1.00, 0.35, 1.00], [-0.21, 0.08, 0.05], [-0.08, -0.44, -0.13], [0.89, -1.37, 0.01], [0.30, -0.46, -0.35], [-0.37, 0.14, 0.08], [-0.05, -0.74, 0.04], [-0.87, -0.39, 0.06], [-0.88, -0.10, -0.99], [0.59, 1.19, -0.99], [0.20, -0.19, 1.02]], "relative_energy_ev": 3.770, "homo_ev": -8.6143, "energy_ev": -10338.957}


6.
{"formula": "C5H8N2O", "method": "the ωB97M-V functional and the def2-TZVPD basis", "symbols": ["C", "C", "C", "C", "C", "H", "H", "H", "H", "H", "H", "H", "H", "N", "N", "O"], "coordinates": [[-0.1529, -0.8378, 0.1335], [1.4160, -0.4221, 0.6632], [1.4747, 0.8083, -0.2816], [0.0077, 0.6960, -0.0976], [-1.6799, -0.7633, 0.6490], [-0.7694, -1.1426, -1.5739], [1.4748, -0.3812, 1.9262], [1.9543, -1.2882, 0.1946], [2.3382, 1.5801, -0.0348], [1.9140, 0.6115, -1.3138], [-0.2905, 0.7914, 0.9262], [-1.6759, 1.9640, -0.6168], [-2.3419, -1.3514, 1.2592], [-1.4238, 1.0199, -0.6616], [-2.2200, 0.1885, 0.0676], [-0.0255, -1.4732, -1.2393]], "forces_ev_per_a": [[1.80, 2.37, -1.67], [0.06, -4.20, 1.49], [3.24, 0.32, -0.57], [-5.00, -0.31, 0.17], [3.18, -1.82, -0.21], [-4.79, 1.90, -3.02], [0.10, 0.24, -3.98], [0.24, 0.81, 1.17], [-2.82, -0.51, 0.53], [-1.29, -0.81, 1.12], [0.73, 1.79, 1.32], [-0.91, 1.33, 0.17], [0.46, -0.78, 0.09], [2.82, -1.83, -0.70], [-2.09, 3.28, -0.92], [4.27, -1.80, 5.02]], "relative_energy_ev": 6.850, "homo_ev": -9.3443, "energy_ev": -10335.876}